A structure of composition C22H39Cl3GdN3O3Si in a non-equilibrium geometry, computed with wB97M-V/def2-TZVPD.

Kohn-Sham gap (alpha / beta) in eV: 4.2515 / 5.5393
Energy in eV: -100342.757
E_HOMO (alpha / beta) in hartree: -0.2048 / -0.2051
Spin multiplicity: 8
LUMO energy (alpha / beta) in eV: -1.3 / 0.0
Expectation value of S²: 15.853

Last column: Löwdin spin population.
Atoms and positions in Å:
C (2.2651, 1.5587, -4.4668)  0.000
C (0.7995, 1.5799, -4.2399)  0.000
H (2.5537, 1.8438, -5.4771)  0.000
H (2.6195, 0.5436, -4.2361)  0.000
H (2.7611, 2.2351, -3.7606)  0.000
C (-0.1438, 1.3833, -5.1954)  0.000
C (0.1919, 1.0691, -6.5965)  0.000
H (-1.1959, 1.3522, -4.9293)  0.000
H (1.0673, 0.4004, -6.6732)  0.000
H (0.4189, 1.9734, -7.1840)  0.000
H (-0.6601, 0.5693, -7.0782)  0.000
Gd (0.9889, -1.0956, 0.6231)  7.124
Cl (1.6042, 1.5181, 0.8214)  -0.029
Cl (1.7022, -3.6146, 0.5532)  -0.052
H (0.9379, -2.0175, 6.0791)  0.000
H (2.5250, -0.0133, 6.6535)  0.000
C (1.5454, -2.1856, 5.1842)  0.000
C (3.0852, -0.2745, 5.7413)  0.000
N (2.2118, -0.9403, 4.8023)  0.000
H (0.9063, -2.5169, 4.3615)  0.000
C (1.9809, -0.4358, 3.6082)  0.000
O (1.2703, -1.1105, 2.8021)  -0.015
H (3.4544, 0.6458, 5.2609)  0.000
H (2.3827, 0.5430, 3.3345)  0.000
H (2.2964, -2.9517, 5.4080)  0.000
H (3.9285, -0.9366, 5.9988)  0.000
H (1.1050, -1.7429, -3.4376)  0.000
H (-1.6351, -1.5737, -4.7344)  0.000
C (0.6278, -2.7011, -3.1834)  0.000
C (-1.6491, -2.5391, -4.1936)  0.000
N (-0.8114, -2.4914, -2.9972)  0.000
H (1.0662, -3.1036, -2.2619)  0.000
C (-1.3127, -2.1232, -1.8125)  0.000
O (-0.6210, -1.8899, -0.8099)  -0.007
H (-2.6879, -2.7718, -3.9029)  0.000
H (-2.4214, -2.0336, -1.7753)  0.000
H (0.7641, -3.4026, -4.0113)  0.000
H (-1.2692, -3.3123, -4.8706)  0.000
O (0.8717, 0.2853, -2.6427)  -0.001
C (0.4213, 1.5245, -2.7665)  0.000
C (-2.0356, 0.8377, -2.6489)  0.000
C (-1.0579, 1.7833, -2.3872)  0.000
H (-1.7095, -0.1528, -2.9986)  0.000
C (-3.3829, 1.1316, -2.4405)  0.000
H (1.0262, 2.2576, -2.2028)  0.000
C (-1.3938, 3.0136, -1.8292)  0.000
H (-4.1342, 0.3839, -2.6810)  0.000
C (-3.7377, 2.3981, -1.9549)  0.000
C (-2.7372, 3.3396, -1.6501)  0.000
H (-0.5832, 3.7044, -1.5619)  0.000
H (-4.7844, 2.6600, -1.8367)  0.000
H (-3.0063, 4.3377, -1.3139)  0.000
Si (4.7831, -0.7624, -0.5055)  -0.001
Cl (2.7761, -0.8051, -1.2964)  -0.015
C (5.0991, -2.5591, -0.1063)  0.000
C (4.8101, 0.1510, 1.1311)  0.000
C (5.9807, -0.0999, -1.7803)  -0.001
H (4.1879, -3.0340, 0.3142)  0.000
H (5.9199, -2.5859, 0.6332)  0.000
H (5.3975, -3.0957, -1.0243)  0.000
H (6.0325, -0.7503, -2.6691)  0.000
H (6.9724, -0.1093, -1.2949)  0.000
H (5.7523, 0.9259, -2.1087)  0.000
H (3.9887, 0.8973, 1.1852)  0.000
H (5.7767, 0.6887, 1.2312)  0.000
H (4.7209, -0.5673, 1.9702)  0.000
C (-3.3000, 0.8583, 2.3228)  0.000
C (-2.0848, 0.4894, 1.6265)  0.001
N (-1.0929, 0.1304, 1.1446)  -0.006
H (-3.0805, 1.6846, 3.0181)  0.000
H (-3.6580, -0.0149, 2.8946)  0.000
H (-4.0593, 1.1686, 1.5878)  0.000